[1]
Formula: C3H7NO
Source: the Open Molecules 2025 dataset
Level of theory: the ωB97M-V functional and the def2-TZVPD basis

Results
- Net charge: 0
- Multiplicity: 1
- HOMO: -9.50 eV
- Orbital gap: 0.3842 Eh

The geometry in XYZ format:
```
12
C3H7NO, DFT the ωB97M-V functional and the def2-TZVPD basis
C -0.058 -0.491 0.289
C -0.493 0.968 0.659
C 1.122 0.373 -0.405
H -0.146 -1.969 -0.950
H -1.654 -1.555 -0.553
H 0.275 -0.948 1.215
H -0.855 1.140 1.799
H -1.293 1.448 0.050
H 2.240 0.205 -0.324
H 0.828 0.412 -1.485
N -0.766 -1.124 -0.757
O 0.799 1.543 0.461
```

[2]
Formula: C3H5NOSi
Source: the Open Molecules 2025 dataset
Level of theory: the ωB97M-V functional and the def2-TZVPD basis

Results
- Net charge: 0
- Multiplicity: 1
- HOMO: -8.70 eV
- Orbital gap: 0.3086 Eh

The geometry in XYZ format:
```
11
C3H5NOSi, DFT the ωB97M-V functional and the def2-TZVPD basis
C -2.138 0.301 0.525
C -1.851 -0.460 -0.575
C -0.065 0.377 0.242
N -1.000 0.840 1.035
O -0.518 -0.437 -0.768
Si 2.564 -0.005 0.066
H -3.080 0.401 1.108
H -2.349 -0.865 -1.452
H 2.903 1.027 -0.795
H 2.299 -1.323 -0.702
H 3.235 0.144 1.316
```

[3]
Formula: C28H33I2N8OS3V
Source: the Open Molecules 2025 dataset
Level of theory: the ωB97M-V functional and the def2-TZVPD basis

Results
- Net charge: +1
- Expectation value of S²: 3.7609
- Multiplicity: 4
- HOMO (alpha / beta): -9.19 / -9.76 eV
- Orbital gap (alpha / beta): 0.2608 / 0.2768 Eh

The geometry in XYZ format:
```
76
C28H33I2N8OS3V, DFT the ωB97M-V functional and the def2-TZVPD basis
V 1.144 0.470 0.232
N -1.367 0.880 0.555
C -1.813 0.690 1.946
C -0.828 -0.190 2.687
N 0.547 0.249 2.422
C 0.953 1.498 3.107
C 0.796 2.733 2.241
N 1.522 2.534 0.965
H -1.520 0.026 0.018
H -1.930 1.586 0.093
H -1.879 1.674 2.412
H -2.807 0.239 2.010
H -1.054 -0.202 3.759
H -0.918 -1.211 2.310
H 1.180 -0.472 2.757
H 0.400 1.631 4.042
H 2.008 1.377 3.366
H -0.249 2.907 1.984
H 1.154 3.607 2.789
H 1.370 3.327 0.349
H 2.524 2.498 1.152
I 5.088 -0.869 3.301
C 3.835 -1.999 2.111
C 3.919 -3.410 2.154
C 3.149 -4.194 1.344
I 3.371 -6.255 1.436
C 2.210 -3.592 0.462
C 1.414 -4.286 -0.487
C 0.567 -3.605 -1.304
C 0.430 -2.213 -1.142
N 1.137 -1.536 -0.269
C 2.086 -2.196 0.487
C 2.972 -1.348 1.256
O 2.895 -0.050 1.097
H 4.624 -3.868 2.834
H 1.512 -5.361 -0.569
H -0.021 -4.110 -2.058
H -0.287 -1.645 -1.727
C -3.507 0.409 -1.841
C -2.345 1.311 -2.114
N -1.113 0.897 -2.180
C -0.265 1.951 -2.459
C -0.860 3.162 -2.599
S -2.541 2.999 -2.350
C 1.162 1.677 -2.702
C 1.822 2.048 -3.823
S 3.414 1.449 -3.767
C 3.130 0.767 -2.234
N 1.910 0.958 -1.782
C 4.224 0.011 -1.553
H -3.130 -0.563 -1.529
H -4.112 0.281 -2.739
H -4.151 0.807 -1.058
H -0.395 4.108 -2.818
H 1.422 2.578 -4.669
H 5.148 0.088 -2.122
H 3.953 -1.044 -1.482
H 4.381 0.375 -0.538
N -2.348 -4.827 1.911
C -2.444 -4.255 0.688
S -2.594 -2.584 0.559
N -2.334 -5.150 -0.321
C -2.386 -5.003 -1.731
C -1.832 -6.051 -2.464
C -1.810 -6.006 -3.846
C -2.347 -4.913 -4.516
C -2.919 -3.889 -3.779
C -2.948 -3.922 -2.390
H -2.495 -4.223 2.702
H -2.458 -5.816 2.048
H -2.100 -6.091 -0.040
H -1.408 -6.905 -1.947
H -1.370 -6.825 -4.399
H -2.331 -4.871 -5.596
H -3.368 -3.045 -4.288
H -3.411 -3.132 -1.825
```

[4]
Formula: C4H3NS
Source: the Open Molecules 2025 dataset
Level of theory: the ωB97M-V functional and the def2-TZVPD basis

Results
- Structure (SMILES): C=CC(=S)C#N
- Net charge: 0
- Multiplicity: 1
- HOMO: -9.67 eV
- Orbital gap: 0.2972 Eh

The geometry in XYZ format:
```
9
C4H3NS, DFT the ωB97M-V functional and the def2-TZVPD basis
C -1.094 -0.796 0.149
C -0.761 0.452 -0.225
C 0.711 0.849 -0.193
S 1.133 2.310 -0.618
C 1.626 -0.224 0.210
N 2.229 -1.205 0.466
H -0.344 -1.462 0.554
H -2.101 -1.180 0.190
H -1.400 1.257 -0.533
```

[5]
Formula: C2H7S2
Source: the Open Molecules 2025 dataset
Level of theory: the ωB97M-V functional and the def2-TZVPD basis

Results
- Net charge: -1
- Multiplicity: 1
- HOMO: -3.15 eV
- Orbital gap: 0.2574 Eh

The geometry in XYZ format:
```
11
C2H7S2, DFT the ωB97M-V functional and the def2-TZVPD basis
S -0.108 -2.308 0.143
H -0.985 -2.408 -0.865
C -1.033 1.406 1.148
C 0.198 1.937 0.404
S 0.723 0.741 -0.932
H -1.079 0.325 1.089
H -1.900 1.840 0.651
H -1.069 1.644 2.210
H 0.074 2.897 -0.093
H 1.087 2.056 1.027
H 0.364 -0.628 -0.299
```

[6]
Formula: C4H4O4
Source: the Open Molecules 2025 dataset
Level of theory: the ωB97M-V functional and the def2-TZVPD basis

Results
- Structure (SMILES): O1[C@H]2O[C@@H]3O[C@H]2O[C@H]13
- Net charge: 0
- Multiplicity: 1
- HOMO: -9.96 eV
- Orbital gap: 0.3990 Eh

The geometry in XYZ format:
```
12
C4H4O4, DFT the ωB97M-V functional and the def2-TZVPD basis
O 0.562 -0.981 -1.193
C 1.164 -0.354 0.047
O 0.700 -0.795 1.062
C -0.818 -0.447 0.750
O -0.593 0.911 1.158
C 0.357 1.163 0.050
O -0.574 0.856 -0.991
C -0.749 -0.468 -0.868
H 2.174 -0.287 -0.295
H -1.427 -0.796 1.610
H 0.885 1.963 0.115
H -1.681 -0.765 -1.445
```

[7]
Formula: C3H12NO2
Source: the Open Molecules 2025 dataset
Level of theory: the ωB97M-V functional and the def2-TZVPD basis

Results
- Net charge: +1
- Multiplicity: 1
- HOMO: -15.41 eV
- Orbital gap: 0.3876 Eh

The geometry in XYZ format:
```
18
C3H12NO2, DFT the ωB97M-V functional and the def2-TZVPD basis
C 0.209 -0.520 -1.577
C 0.504 0.862 -1.063
C 1.626 1.603 0.969
N 0.691 0.883 0.344
H 1.094 -1.070 -1.996
H -0.231 -1.118 -0.807
H -0.433 -0.643 -2.406
H 1.302 1.440 -1.599
H -0.444 1.469 -1.356
H 1.652 1.563 2.032
H 2.245 2.379 0.514
H 0.093 0.261 0.992
H -1.704 -0.418 1.042
H -2.605 0.732 0.794
O -1.798 0.514 1.045
H -0.342 -2.614 1.724
H -1.284 -3.029 0.596
O -0.577 -2.294 0.753
```

[8]
Formula: C36H45CsN8O3SSb
Source: the Open Molecules 2025 dataset
Level of theory: the ωB97M-V functional and the def2-TZVPD basis

Results
- Net charge: -1
- Multiplicity: 1
- HOMO: -4.32 eV
- Orbital gap: 0.2354 Eh

The geometry in XYZ format:
```
95
C36H45CsN8O3SSb, DFT the ωB97M-V functional and the def2-TZVPD basis
Cs -0.352 -1.411 1.145
N 0.802 0.427 4.385
C -0.358 -0.155 5.081
C -1.693 0.480 4.722
N -2.202 0.143 3.352
C -3.375 -0.804 3.387
C -3.077 -2.210 3.910
N -2.088 -2.939 3.115
C -2.614 1.342 2.599
C -1.532 2.409 2.419
N -2.017 3.597 1.756
H 0.712 0.327 3.363
H 1.609 -0.133 4.651
H -0.199 0.049 6.149
H -0.417 -1.269 5.029
H -1.653 1.575 4.944
H -2.391 0.056 5.466
H -3.761 -0.954 2.344
H -4.215 -0.348 3.941
H -4.050 -2.739 4.023
H -2.755 -2.201 4.986
H -2.573 -3.295 2.336
H -1.686 -3.710 3.668
H -3.513 1.779 3.070
H -2.934 0.995 1.613
H -0.653 1.997 1.938
H -1.123 2.770 3.370
H -2.758 3.339 1.110
H -1.268 4.007 1.204
C 3.109 2.621 1.755
C 3.189 3.103 0.316
C 4.373 3.291 -0.354
C 4.355 3.907 -1.622
C 3.105 4.292 -2.135
C 1.957 3.931 -1.418
N 1.947 3.362 -0.239
Sb 0.127 3.973 -2.806
C 0.520 2.217 -4.001
C 0.885 2.280 -5.312
C 1.186 1.075 -5.972
C 1.163 -0.074 -5.218
C 0.711 -0.040 -3.878
C 0.603 -1.250 -3.045
N 0.366 1.114 -3.267
C -2.105 3.872 -2.478
C -2.824 4.757 -3.289
C -4.183 4.513 -3.499
C -4.791 3.395 -2.889
C -3.967 2.655 -2.005
C -4.574 1.501 -1.202
N -2.661 2.862 -1.820
H 4.005 2.826 2.336
H 2.897 1.543 1.836
H 2.289 3.174 2.168
H 5.267 3.032 0.195
H 5.294 4.103 -2.110
H 2.988 4.647 -3.146
H 0.833 3.234 -5.855
H 1.395 1.162 -7.036
H 1.444 -1.014 -5.637
H 0.994 -2.153 -3.598
H -0.441 -1.502 -2.792
H 1.155 -1.140 -2.099
H -2.325 5.553 -3.812
H -4.700 5.207 -4.157
H -5.841 3.150 -3.072
H -5.358 0.919 -1.808
H -5.045 1.815 -0.276
H -3.746 0.811 -0.944
O -1.477 -4.109 0.612
N -2.053 -4.588 -0.454
C -1.700 -5.765 -0.969
C -2.091 -6.090 -2.274
C -2.881 -5.208 -3.006
C -3.455 -4.105 -2.342
C -3.096 -3.847 -0.999
S -3.952 -2.779 -0.075
H -1.053 -6.389 -0.373
H -1.685 -7.008 -2.740
H -3.019 -5.380 -4.052
H -4.131 -3.367 -2.816
O 2.827 -1.717 -0.161
C 3.435 -1.741 0.966
O 2.952 -1.370 2.091
C 4.812 -2.333 1.028
C 5.485 -2.719 -0.145
C 6.749 -3.300 -0.077
C 7.468 -3.460 1.108
C 6.881 -3.024 2.280
C 5.564 -2.461 2.179
H 4.933 -2.588 -1.084
H 7.149 -3.539 -1.041
H 8.449 -3.895 1.090
H 7.323 -2.984 3.258
H 5.103 -2.089 3.107
```

Relative energy (zero: lowest compared OMol25 entry of this formula, charge and spin) (kcal per mole)
67.9, 43.0, 12.3, 7.7, 7.6, 126.8, 53.2, 0.0
F_max (hartree/bohr)
0.08403, 0.09525, 0.02818, 0.06648, 0.02806, 0.19750, 0.12239, 0.05050